17
Properties=species:S:1:pos:R:3:forces:R:3:mulliken_spin:R:1 method="wB97M-V/def2-TZVPD" spin_multiplicity=5 lumo_energy_ev="-10.87 / -9.98" max_force_ev_per_a=4.80 charge=+2 e_tot_ev=-30022.1800 de_lowest_kj_mol=248.5
H -0.9148 2.0446 1.4875 -0.33 -0.52 0.05 -0.003
Pm -2.6227 -0.8076 0.3634 2.76 2.76 2.80 4.062
O -1.9634 0.3586 2.0904 -2.62 -2.24 -2.12 -0.038
O 0.2639 0.7629 2.5028 -0.76 0.35 -0.43 -0.004
C 1.0497 -0.3457 2.1159 -0.17 -0.26 -0.21 0.001
C 1.2695 -0.1654 0.6185 -0.42 -0.24 0.41 0.001
O -0.4848 0.2855 0.3939 -1.71 -0.57 -0.15 -0.012
C -0.8422 0.9505 1.6331 2.86 0.65 0.19 -0.003
H 1.9674 -0.3182 2.7152 -0.31 0.04 -0.30 0.000
H 0.5133 -1.2866 2.3217 0.27 0.06 -0.03 -0.001
H 1.1130 -1.0075 -0.0614 0.82 0.60 0.15 0.000
H 1.7277 0.7957 0.3523 -0.43 -0.66 -0.36 0.000
H 3.8224 -0.2462 -0.5098 -0.06 -0.24 0.19 0.000
O 4.1023 -3.1078 0.6170 0.27 0.93 0.22 -0.001
C 3.6497 -0.6610 0.4888 0.91 -0.05 0.30 -0.001
C 4.0159 -1.9655 0.5963 -0.89 -0.45 -0.53 -0.001
H 4.0570 -0.0370 1.2924 -0.20 -0.16 -0.16 0.000

***

98
Properties=species:S:1:pos:R:3:forces:R:3:lowdin_charge:R:1 method="wB97M-V/def2-TZVPD" lumo_energy_ev="-3.67 / -3.67" max_force_ev_per_a=4.51 charge=+1 e_tot_ev=-88017.8840 de_lowest_kj_mol=0.0
Pt -1.6193 -1.0539 0.9857 -3.25 -1.04 2.94 0.931
C -3.1710 3.2210 1.3694 0.01 0.13 0.33 -0.029
C -3.0257 1.9186 0.8843 -0.02 -0.18 -0.24 -0.128
N -2.6057 0.9161 1.6245 0.74 -0.81 -0.99 0.003
C -2.3486 1.1193 2.9369 0.21 0.04 0.99 -0.165
C -2.4513 2.4107 3.5109 -0.06 -0.32 0.04 -0.156
C -2.8724 3.4708 2.6842 -0.04 -0.24 -0.30 0.014
C -2.1004 2.5923 4.8633 0.16 -0.16 0.28 -0.036
C -1.5870 1.5431 5.5863 -0.22 0.68 -0.21 -0.059
C -1.4821 0.2671 5.0392 -0.15 -0.64 -0.75 -0.004
C -1.9349 -0.0039 3.7447 0.25 1.35 0.56 -0.216
N -1.9849 -1.2021 3.1276 0.52 0.33 -3.31 -0.013
C -1.9286 -2.4470 3.6468 0.18 -1.46 0.42 -0.205
C -2.1741 -2.8073 4.9749 0.05 0.60 -0.68 -0.010
C -2.0101 -4.1219 5.4082 0.16 -0.65 -0.30 -0.065
C -1.6612 -5.1265 4.5416 -0.10 0.12 0.25 -0.037
C -1.5393 -4.8491 3.1658 -0.13 0.26 -0.10 -0.142
C -1.3420 -5.8589 2.2007 -0.01 0.24 -0.27 0.020
C -1.3095 -5.5277 0.8716 -0.03 -0.08 0.34 -0.019
C -1.4489 -4.1840 0.5094 -0.03 -0.12 -0.36 -0.103
N -1.6267 -3.2297 1.3918 0.47 1.54 -1.14 -0.006
C -1.6780 -3.5132 2.7086 -0.12 -0.11 1.37 -0.150
H -3.4912 4.0016 0.6966 -0.07 0.04 -0.01 0.112
H -3.2494 1.6932 -0.1471 0.03 0.01 0.02 0.096
H -2.9488 4.4608 3.1071 -0.01 0.15 -0.01 0.125
H -2.2209 3.5679 5.3050 0.07 0.15 0.06 0.113
H -1.2531 1.7044 6.6001 0.01 0.01 0.09 0.113
H -1.0202 -0.5171 5.6186 -0.11 -0.10 0.02 0.111
H -2.5277 -2.0699 5.6775 0.14 0.12 0.03 0.107
H -2.1598 -4.3533 6.4509 -0.05 0.02 0.12 0.112
H -1.5218 -6.1410 4.8830 -0.01 -0.07 0.06 0.114
H -1.2448 -6.8865 2.5195 0.03 -0.07 0.05 0.126
H -1.1855 -6.2745 0.1038 0.03 -0.03 -0.06 0.114
H -1.4097 -3.8892 -0.5298 0.08 0.00 0.05 0.095
C -3.2495 -1.1081 -7.1710 -0.05 -0.05 -0.06 -0.038
C -2.7478 -1.1295 -5.7634 -0.04 0.05 0.04 -0.256
C -1.4264 -1.4612 -5.4814 -0.10 0.08 0.16 -0.007
C -0.9706 -1.4930 -4.1773 0.35 -0.12 0.24 -0.042
C -1.8478 -1.1913 -3.1547 -0.89 -0.16 0.66 -0.343
C -3.1718 -0.8843 -3.4011 -0.07 -0.04 0.07 -0.079
C -3.6137 -0.8465 -4.7105 0.07 0.03 -0.03 -0.022
S -1.1920 -1.1875 -1.4644 1.30 1.21 -0.33 0.898
O -0.1290 -2.1903 -1.4660 0.01 -0.97 -0.26 -0.465
C -0.4439 0.4562 -1.6178 0.17 0.16 0.09 -0.303
C -1.3429 1.5111 -1.8508 -0.09 0.28 -0.09 -0.094
C -0.9060 2.8025 -1.8843 -0.09 -0.21 0.04 0.000
C 0.4482 3.1090 -1.6245 0.26 -0.25 -0.02 -0.152
C 0.9232 4.4360 -1.6014 0.10 0.15 0.09 -0.021
C 2.2349 4.7016 -1.3203 -0.30 0.05 -0.04 -0.057
C 3.1195 3.6506 -1.0330 0.05 -0.25 0.02 -0.047
C 2.6977 2.3512 -1.0724 0.15 0.12 -0.02 -0.001
C 1.3595 2.0470 -1.3952 -0.36 0.26 -0.14 -0.122
C 0.8972 0.7005 -1.4555 -0.40 -0.18 -0.05 -0.152
C 1.9066 -0.3717 -1.4138 0.41 -0.36 0.36 -0.169
C 2.7338 -0.5706 -2.5502 0.10 -0.31 0.13 -0.103
C 2.5562 0.1496 -3.7523 0.07 0.06 -0.24 -0.014
C 3.3511 -0.0966 -4.8375 -0.23 0.20 0.14 -0.062
C 4.3629 -1.0665 -4.7722 0.20 -0.24 0.14 -0.067
C 4.5563 -1.7810 -3.6226 0.04 0.04 -0.29 -0.022
C 3.7453 -1.5644 -2.4888 -0.15 0.16 0.00 -0.145
C 3.9020 -2.3287 -1.3122 -0.13 0.07 0.15 0.004
C 3.0714 -2.1425 -0.2435 0.10 -0.18 0.15 -0.036
C 2.0887 -1.1520 -0.3009 -0.36 0.47 -0.33 -0.292
S 0.9177 -0.9562 1.0597 1.33 1.30 -0.10 0.894
O 1.2429 -1.9616 2.0645 0.22 -1.05 0.68 -0.445
C 1.5779 0.6116 1.6848 -0.45 -0.19 -0.26 -0.333
C 0.7971 1.7484 1.6184 -0.12 -0.12 0.08 -0.086
C 1.2655 2.9369 2.1510 0.11 -0.02 0.07 -0.022
C 2.5073 2.9883 2.7721 -0.13 0.00 -0.04 -0.264
C 3.0103 4.2324 3.4352 0.05 0.02 -0.05 -0.039
C 3.2933 1.8379 2.7989 -0.08 -0.12 -0.08 -0.020
C 2.8375 0.6512 2.2571 0.08 -0.05 0.04 -0.043
H -2.4272 -1.0999 -7.8813 0.00 0.01 -0.08 0.081
H -3.8809 -0.2401 -7.3485 -0.02 0.05 -0.04 0.086
H -3.8532 -1.9965 -7.3547 -0.04 -0.04 -0.10 0.093
H -0.7461 -1.6903 -6.2873 0.08 -0.03 -0.08 0.122
H 0.0471 -1.7607 -3.9375 0.17 -0.02 -0.05 0.117
H -3.8490 -0.6922 -2.5810 -0.12 0.04 0.05 0.115
H -4.6410 -0.5925 -4.9222 -0.14 0.00 -0.01 0.122
H -2.3742 1.2692 -2.0605 -0.14 0.12 -0.04 0.095
H -1.5867 3.6102 -2.1054 -0.14 0.09 -0.03 0.123
H 0.2278 5.2395 -1.7962 -0.05 0.09 -0.04 0.116
H 2.5913 5.7196 -1.3049 0.02 0.12 0.00 0.109
H 4.1418 3.8743 -0.7776 0.18 0.02 0.05 0.111
H 3.3737 1.5461 -0.8220 0.09 -0.01 -0.06 0.129
H 1.7781 0.8955 -3.8104 -0.07 0.09 -0.04 0.119
H 3.2088 0.4618 -5.7509 -0.05 0.05 -0.06 0.108
H 4.9812 -1.2456 -5.6396 0.07 -0.04 -0.02 0.108
H 5.3239 -2.5383 -3.5711 0.11 -0.08 0.00 0.116
H 4.6834 -3.0723 -1.2763 0.06 -0.12 0.02 0.120
H 3.1407 -2.7389 0.6521 0.07 -0.13 0.13 0.115
H -0.1793 1.7019 1.1566 -0.10 0.03 -0.09 0.089
H 0.6527 3.8227 2.0813 -0.08 0.15 0.08 0.117
H 2.2412 4.9981 3.5007 -0.03 0.03 0.02 0.078
H 3.8544 4.6420 2.8812 0.07 0.07 0.01 0.086
H 3.3573 3.9881 4.4388 0.02 0.14 0.04 0.087
H 4.2690 1.8783 3.2614 0.09 -0.04 0.07 0.121
H 3.4377 -0.2447 2.2949 0.10 -0.13 0.04 0.121

***

88
Properties=species:S:1:pos:R:3:forces:R:3:mulliken_spin:R:1 method="wB97M-V/def2-TZVPD" spin_multiplicity=5 lumo_energy_ev="0.05 / 0.08" max_force_ev_per_a=4.00 e_tot_ev=-98226.9094 de_lowest_kj_mol=55.1
Fe 0.1218 -1.1401 0.6466 -0.79 -0.91 0.58 2.845
C 3.3001 -1.0129 -1.8496 0.82 0.16 -0.03 0.024
C 2.9231 0.2049 -2.2447 1.30 0.66 -0.04 -0.017
C 2.6322 0.6119 -3.6723 -0.15 0.17 -0.11 -0.001
C 1.8835 -0.4560 -4.5072 0.20 0.41 -0.22 0.001
C 0.9342 -1.3527 -3.7423 0.00 -1.08 -0.62 -0.005
C 1.2913 -2.5713 -3.2852 -0.37 0.30 -1.41 0.012
C 2.6917 -3.1069 -3.2414 0.37 0.01 0.13 0.002
C 3.7604 -2.0718 -2.8217 0.07 -0.31 -0.33 0.010
C -2.6320 -0.5968 1.0452 -1.11 -0.76 0.93 0.043
H 3.4445 -1.2643 -0.7834 -0.08 0.44 -0.55 0.000
H 2.9706 1.0667 -1.5541 -0.42 -0.85 -0.12 0.007
H 3.5603 0.8758 -4.2205 -0.35 0.02 0.35 0.000
H 1.9969 1.5199 -3.6618 0.41 -0.31 0.16 -0.002
H 1.2979 0.0859 -5.2727 0.15 -0.25 0.31 0.000
H 2.6247 -1.0292 -5.0924 -0.40 -0.09 0.41 0.000
H -0.1184 -1.0337 -3.7905 0.47 -0.40 0.27 0.000
H 0.5582 -3.3655 -3.1483 0.06 0.68 0.46 0.003
H 3.0048 -3.5363 -4.2175 -0.30 0.06 0.44 0.000
H 2.7063 -3.9234 -2.5039 -0.02 0.05 -0.26 -0.002
H 4.5787 -2.6335 -2.3451 -0.12 0.23 -0.15 0.001
H 4.1949 -1.6208 -3.7360 -0.23 -0.02 0.58 0.000
H -1.8658 -0.7712 1.8271 -0.23 0.08 -0.38 0.007
H -3.4934 -1.2723 1.2735 0.31 0.80 0.04 -0.001
H -2.8984 0.4695 1.0794 0.01 -0.47 0.00 -0.001
P 0.9839 1.3782 0.9039 -2.84 -2.14 -0.88 0.065
P -2.1146 -0.9882 -0.6167 2.36 2.33 -1.10 -0.002
C 0.4119 0.4094 -0.4996 3.91 0.19 0.84 0.058
C -0.8282 0.1316 -1.1372 -3.11 0.00 -0.61 0.070
C 1.1887 3.1093 0.6348 0.57 1.00 0.34 0.032
C 1.7466 3.5613 -0.5679 -0.07 0.49 0.35 -0.001
C 2.0018 4.9238 -0.7197 -0.10 0.01 0.22 0.000
C 1.6850 5.8217 0.3088 -0.03 -0.14 -0.13 0.005
C 1.0921 5.3623 1.4879 0.00 0.11 0.03 -0.004
C 0.8303 4.0061 1.6579 0.32 -0.06 -0.51 0.006
C 2.4575 0.5654 1.5630 0.52 1.16 0.00 -0.020
C 2.4180 -0.8095 1.8125 0.59 -0.36 -0.07 0.058
C 3.5916 -1.4627 2.2221 -0.08 0.55 0.05 0.029
C 4.7579 -0.7156 2.4728 -0.50 -0.44 0.17 0.005
C 4.7432 0.6715 2.3351 0.09 0.30 -0.03 0.005
C 3.6022 1.3352 1.8687 -0.14 -1.01 -0.20 -0.008
C -3.4937 -0.6219 -1.6985 -0.14 -0.09 -0.18 0.014
C -3.8025 0.7333 -1.8855 -0.53 -0.17 0.06 0.003
C -5.0214 1.0800 -2.4620 0.13 -0.28 -0.16 0.003
C -5.8899 0.0783 -2.9053 0.05 -0.18 -0.08 0.000
C -5.5306 -1.2704 -2.7981 0.23 0.22 -0.10 0.001
C -4.3120 -1.6253 -2.2115 -0.51 0.42 0.10 -0.002
C -1.8109 -2.7910 -0.5290 -0.82 -0.76 -0.21 0.011
C -2.1103 -3.5579 0.6162 0.60 -0.23 0.16 0.000
C -1.7002 -4.8954 0.7015 0.13 -0.06 -0.62 -0.003
C -1.0556 -5.5079 -0.3883 -0.12 0.39 0.25 -0.012
C -0.8700 -4.7848 -1.5693 -0.34 0.07 -0.03 -0.002
C -1.3022 -3.4606 -1.6562 0.26 0.13 0.48 -0.007
H 1.3076 -0.0239 -0.9963 -0.68 0.66 0.30 -0.048
H -0.9609 0.5945 -2.1293 -0.46 -0.78 0.17 0.052
H 1.9733 2.8571 -1.3679 -0.07 0.15 0.21 0.007
H 2.4640 5.2818 -1.6344 -0.10 0.03 0.08 0.000
H 1.8832 6.8903 0.1751 -0.04 -0.43 0.08 0.000
H 0.8484 6.0593 2.2917 0.02 -0.14 -0.29 0.000
H 0.3480 3.6167 2.5542 0.17 0.14 -0.12 0.005
H 1.4792 -1.4262 1.7323 1.18 0.24 0.59 0.007
H 3.5847 -2.5418 2.3609 0.03 0.22 0.04 0.002
H 5.6474 -1.2419 2.8466 -0.37 0.37 -0.30 0.002
H 5.6347 1.2525 2.5847 -0.27 -0.22 -0.10 0.001
H 3.6005 2.4193 1.7169 -0.02 -0.44 0.05 -0.001
H -3.1076 1.4982 -1.5520 -0.11 -0.16 0.10 0.004
H -5.2855 2.1301 -2.5650 0.01 -0.21 -0.04 0.000
H -6.8411 0.3491 -3.3707 0.29 -0.10 0.22 0.000
H -6.1902 -2.0488 -3.1727 0.07 0.17 0.02 0.000
H -4.0109 -2.6648 -2.1235 -0.16 0.08 0.06 0.001
H -2.6436 -3.1161 1.4563 0.27 -0.12 -0.15 -0.001
H -1.8862 -5.4762 1.6011 -0.03 0.17 -0.11 0.001
H -0.7067 -6.5426 -0.3237 -0.17 0.39 0.03 -0.001
H -0.4001 -5.2567 -2.4355 -0.20 0.09 0.26 0.000
H -1.2152 -2.8972 -2.5817 0.10 -0.09 0.18 -0.001
C -0.1913 0.9805 2.1542 0.51 -0.53 0.43 0.068
C -0.7871 1.3444 3.1993 -0.67 0.87 0.89 0.294
C -1.5044 1.7689 4.3526 0.68 -0.35 -1.19 -0.064
C -0.8211 2.0339 5.5744 -0.10 0.10 0.72 0.195
C -1.5397 2.4735 6.6953 -0.02 -0.15 -0.59 -0.106
C -2.9378 2.6712 6.6339 0.37 -0.19 -0.12 0.221
C -3.6090 2.4035 5.4254 0.20 -0.06 -0.25 -0.103
C -2.9150 1.9638 4.2950 -0.48 0.22 0.28 0.182
H 0.2757 1.8889 5.6210 -0.83 0.11 0.00 0.021
H -1.0066 2.6722 7.6287 -0.16 -0.06 -0.31 -0.005
H -3.4832 3.0107 7.5211 0.21 -0.14 -0.42 0.018
H -4.6952 2.5477 5.3671 0.47 -0.06 0.00 -0.006
H -3.4450 1.7758 3.3433 0.34 0.11 0.69 0.028

***

27
Properties=species:S:1:pos:R:3:forces:R:3:lowdin_charge:R:1 method="wB97M-V/def2-TZVPD" lumo_energy_ev=-0.58 max_force_ev_per_a=10.49 e_tot_ev=-18716.3887 de_lowest_kj_mol=554.5
O 20.6680 25.0640 7.2660 3.33 -0.38 -3.46 0.069
H 19.8140 25.3170 6.7230 -1.13 1.59 0.07 0.077
H 21.0050 24.1800 6.7560 -0.71 1.63 1.53 0.128
H 21.3660 25.8000 6.8250 -1.83 -1.74 1.57 0.173
O 18.7490 26.4020 6.1350 1.33 -0.33 -0.09 -0.383
H 19.1770 27.1930 5.7410 -0.47 -0.93 0.15 0.014
O 17.2690 24.8190 7.9140 5.47 -1.27 -0.82 -0.004
H 16.4380 25.0560 8.0460 -6.04 1.20 1.18 -0.049
H 17.5770 25.5450 7.3550 0.59 -0.04 -0.27 -0.014
O 18.1980 28.0840 8.1360 -0.06 2.74 3.08 -0.037
H 17.2600 28.0360 8.2330 -0.84 0.02 0.15 0.020
H 18.3990 27.5220 7.4490 0.83 -2.55 -2.88 -0.101
O 19.6380 22.0880 6.8010 1.66 0.98 -1.92 -0.057
H 19.1560 21.7220 7.5270 -1.21 -0.40 -0.21 0.036
H 19.3080 22.0200 5.8690 -0.42 -0.42 2.09 0.073
O 22.7880 26.9790 6.4110 -3.06 0.23 -1.35 -0.006
H 23.5160 26.7790 6.9430 2.12 -0.46 0.58 0.027
H 22.9280 26.9470 5.4490 0.60 -0.09 0.81 0.086
O 20.6420 24.6520 10.5980 -2.56 1.92 1.84 -0.068
H 20.3380 25.6180 10.7160 0.96 -2.36 -0.62 0.096
H 21.3990 24.6180 10.0670 1.55 0.43 -1.19 -0.032
O 22.4630 23.2190 6.4440 -0.70 4.75 3.48 -0.029
H 22.7070 22.4300 6.0810 1.08 -3.47 -0.87 0.009
H 22.7390 23.3580 7.4150 -0.33 -1.16 -2.51 0.123
O 17.4430 24.5240 4.6990 -5.80 7.52 2.95 -0.027
H 18.0060 25.1910 5.2310 -1.34 -0.05 -0.67 0.008
H 18.0440 23.9720 4.5240 7.01 -7.35 -2.63 -0.134

***

8
Properties=species:S:1:pos:R:3:forces:R:3:lowdin_charge:R:1 method="wB97M-V/def2-TZVPD" lumo_energy_ev=-1.63 max_force_ev_per_a=2.72 e_tot_ev=-37324.4228 de_lowest_kj_mol=122.4
C 0.3439 -0.0435 1.0831 -2.23 1.38 -0.73 -0.540
O 0.6044 -0.8502 -2.0409 -0.94 0.55 0.09 -0.580
S -1.2237 -0.9089 0.6999 1.07 0.52 -2.44 0.480
S -0.7569 -0.3698 -1.8212 0.33 -0.84 2.37 0.467
Cl -0.7212 1.6409 -1.3456 -0.06 0.11 -0.67 0.203
H 1.1932 -0.4804 0.6545 1.20 -1.13 -0.13 0.004
H 0.2985 0.0435 2.1482 0.55 0.05 0.66 0.016
H 0.2618 0.9685 0.6221 0.08 -0.63 0.85 -0.049

***

16
Properties=species:S:1:pos:R:3:forces:R:3:lowdin_charge:R:1 method="wB97M-V/def2-TZVPD" smiles="C=C1C=C(C)CN1" lumo_energy_ev=1.01 max_force_ev_per_a=0.45 e_tot_ev=-7856.8279 de_lowest_kj_mol=128.5
C 2.5212 -0.5493 -0.0402 -0.01 -0.08 0.16 0.040
C 1.3096 -0.3194 0.4719 0.17 0.08 -0.41 -0.382
C 0.0677 -1.0692 0.2130 -0.12 -0.06 -0.10 -0.001
C -0.9042 -0.1769 0.0139 0.03 -0.02 -0.08 -0.274
C -2.2988 -0.3708 -0.4823 -0.04 -0.04 0.00 -0.050
C -0.3050 1.2008 0.1981 -0.24 0.14 -0.05 -0.164
N 0.8820 0.9152 1.0055 0.15 0.15 -0.11 0.004
H 3.2794 0.2272 -0.0099 0.03 -0.21 0.08 0.049
H 2.7312 -1.4646 -0.5770 0.09 -0.03 0.21 0.050
H 0.0127 -2.1424 0.0834 0.00 0.10 -0.05 0.117
H -2.4717 0.2685 -1.3575 -0.01 -0.10 0.12 0.083
H -3.0389 -0.0869 0.2751 0.11 -0.01 -0.08 0.082
H -2.4873 -1.4072 -0.7775 0.06 0.15 0.09 0.079
H 0.0199 1.5519 -0.8024 -0.25 0.07 0.10 0.133
H -0.9701 1.9531 0.6302 0.05 -0.16 0.11 0.119
H 1.5963 1.6266 0.9141 -0.03 0.02 0.01 0.116

***

22
Properties=species:S:1:pos:R:3:forces:R:3:lowdin_charge:R:1 method="wB97M-V/def2-TZVPD" smiles=CCNCC.O.O lumo_energy_ev=0.79 max_force_ev_per_a=3.92 e_tot_ev=-9975.3507 de_lowest_kj_mol=167.5
C -0.4681 2.2826 0.8936 -1.13 -0.49 -3.72 -0.106
C -0.4282 0.8728 1.3777 0.62 -2.34 0.58 -0.273
N -0.2720 -0.2002 0.3071 2.21 -0.45 3.10 -0.099
C 0.1818 -1.5593 0.8552 -2.08 0.84 0.56 -0.259
C 0.3514 -2.6391 -0.2227 -0.91 0.81 -1.09 -0.108
H -0.9754 2.1873 -0.1759 0.15 0.89 2.40 0.113
H -0.8882 2.9344 1.6060 -1.52 0.59 0.60 0.050
H 0.3919 2.8576 0.6228 1.50 -0.64 -0.04 0.053
H -1.2256 0.6675 2.1281 -0.34 0.09 -0.95 0.113
H 0.4081 0.6879 2.0299 0.91 0.12 0.21 0.089
H -1.0122 -0.2507 -0.3357 -1.19 -0.14 -0.79 0.051
H -0.5476 -1.9438 1.6305 0.33 0.34 -0.72 0.110
H 1.0737 -1.3974 1.4725 0.21 0.03 -0.58 0.099
H 0.9492 -2.2261 -1.0445 0.78 -0.41 0.45 0.061
H -0.5678 -2.8507 -0.8409 0.28 0.17 1.25 0.083
H 0.6906 -3.5870 0.2107 0.23 0.35 -0.32 0.069
O -1.1729 0.6264 -2.1347 -0.32 -0.23 -1.02 -0.089
H -1.2067 0.1329 -2.9755 0.02 0.44 0.57 0.058
H -0.2519 0.9324 -2.0557 -0.02 -0.20 -0.09 -0.006
O 1.4049 1.0600 -1.3767 1.80 0.16 -0.28 -0.070
H 1.2175 0.5693 -0.5738 -1.62 -0.46 0.74 -0.001
H 2.3475 0.8429 -1.3982 0.08 0.52 -0.87 0.061